A | Entry from the Open Molecules 2025 dataset: the molecule C5H14N2 (ωB97M-V/def2-TZVPD).

The geometry in ORCA input format:
```
! wB97M-V def2-TZVPD RIJCOSX def2/J DEFGRID3
* xyz 0 1
C 2.97 0.90 -0.02
N 1.63 1.26 0.44
C 0.63 1.11 -0.67
C -0.75 0.75 -0.11
C -0.70 -0.54 0.72
C -1.23 -1.73 -0.06
N -2.70 -1.68 -0.11
H 3.36 1.60 -0.77
H 3.66 0.87 0.84
H 2.92 -0.11 -0.42
H 1.67 2.25 0.64
H 0.60 2.09 -1.17
H 1.04 0.39 -1.38
H -1.08 1.62 0.44
H -1.47 0.60 -0.92
H 0.35 -0.70 1.00
H -1.21 -0.44 1.67
H -0.99 -2.65 0.47
H -0.72 -1.77 -1.03
H -3.03 -2.54 -0.55
H -2.96 -1.00 -0.82
*
```

The calculation puts the HOMO energy at -8.94 eV. The value obtained for the LUMO energy is 1.1 eV. The HOMO-LUMO gap is 10.042 eV. As for the SMILES: CNCCCCN.

B | Entry from the Open Molecules 2025 dataset: the molecule C5H14N2 (ωB97M-V/def2-TZVPD).

The geometry in ORCA input format:
```
! wB97M-V def2-TZVPD RIJCOSX def2/J DEFGRID3
* xyz 0 1
C 0.14 -2.12 1.22
C -0.54 -0.62 1.00
C 0.11 -0.30 -0.35
C -0.66 0.64 -1.39
N -1.95 -0.18 -1.50
N 1.34 0.55 -0.11
C 1.21 1.87 0.52
H 1.19 -2.03 1.58
H -0.26 -2.66 2.09
H 0.31 -2.67 0.29
H -0.38 0.21 1.72
H -1.70 -0.48 0.89
H 0.39 -1.12 -0.93
H 0.10 0.81 -2.19
H -0.79 1.66 -0.92
H -2.55 0.30 -2.10
H -1.58 -1.02 -2.04
H 2.25 0.35 -0.04
H 0.91 2.50 -0.25
H 0.39 2.01 1.33
H 2.09 2.29 1.19
*
```

The calculation puts the HOMO energy at -8.01 eV. The value obtained for the LUMO energy is 1.1 eV. The HOMO-LUMO gap is 9.119 eV. As for the SMILES: CC[C@@H](CN)NC.

C | Entry from the Open Molecules 2025 dataset: the molecule C5H14N2 (ωB97M-V/def2-TZVPD).

The geometry in ORCA input format:
```
! wB97M-V def2-TZVPD RIJCOSX def2/J DEFGRID3
* xyz 0 1
C -1.47 2.64 -0.76
N -0.74 1.47 -0.34
C 0.53 1.01 -0.80
C 1.08 -0.02 0.22
N 0.01 -0.98 0.51
C 0.04 -2.05 -0.50
C 0.30 -1.67 1.80
H -1.16 2.93 -1.75
H -2.51 2.56 -0.47
H -1.14 3.58 -0.21
H -1.26 0.76 0.15
H 0.45 0.49 -1.79
H 1.19 1.86 -0.97
H 1.29 0.58 1.10
H 2.04 -0.47 -0.04
H -0.02 -1.65 -1.51
H -0.80 -2.74 -0.42
H 0.96 -2.64 -0.50
H 0.64 -0.90 2.50
H -0.51 -2.33 2.12
H 1.09 -2.42 1.67
*
```

The calculation puts the HOMO energy at -7.68 eV. The value obtained for the LUMO energy is 1.1 eV. The HOMO-LUMO gap is 8.800 eV. As for the SMILES: CNCCN(C)C.

D | Entry from the Open Molecules 2025 dataset: a structure of composition C5H14N2 (ωB97M-V/def2-TZVPD).

The geometry in ORCA input format:
```
! wB97M-V def2-TZVPD RIJCOSX def2/J DEFGRID3
* xyz 0 1
C -0.68 -1.57 -3.22
N 0.56 -0.84 -0.04
C 0.66 -0.28 1.19
C 0.11 1.09 1.52
C -0.70 1.81 0.37
N 0.00 2.11 -0.88
C 0.94 -1.28 2.29
H -1.40 -0.84 -2.85
H -0.24 -1.20 -4.14
H -1.21 -2.51 -3.31
H 0.10 -1.67 -2.46
H -0.37 -0.91 0.57
H -0.42 1.33 2.44
H 0.99 1.77 1.54
H -1.47 1.08 0.08
H -1.17 2.68 0.84
H 0.78 2.74 -0.66
H 0.48 1.22 -1.05
H 0.32 -1.21 3.19
H 1.98 -1.23 2.60
H 0.73 -2.30 1.97
*
```

The calculation puts the HOMO energy at -8.11 eV. The value obtained for the LUMO energy is 0.4 eV. The HOMO-LUMO gap is 8.517 eV.

Quick ranking, most stable first: A, C, B, D.